12
Properties=species:S:1:pos:R:3:forces:R:3:lowdin_charge:R:1 method="wB97M-V/def2-TZVPD" max_force_ha_per_bohr=0.0781 lumo_ev=0.39 e_above_lowest_kj_mol=406.4 homo_energy_ev=-8.40 orbital_gap_ev=8.784 energy_ev=-8336.2495
H -0.413 0.769 -2.077 -0.6687 0.3525 0.2438 0.11
H -1.098 0.302 1.483 -0.4828 -0.0853 -0.0595 0.12
O 1.030 -1.011 -0.652 0.0785 1.4948 0.8303 -0.06
H 0.703 0.274 1.507 -1.6851 -0.3388 -0.5543 0.16
H -0.931 -1.644 -0.259 0.0613 -0.0275 -0.0012 0.13
C 1.287 0.289 -0.611 2.5837 -0.4354 -3.0445 0.02
H 0.262 2.078 0.046 0.2426 -0.1344 0.2239 0.14
O -0.884 1.061 -1.268 -0.0573 -0.6047 -1.9053 0.01
H 0.297 -2.016 0.980 -0.0546 0.1537 -0.0446 0.13
C -0.059 -1.262 0.277 -1.0866 -0.7292 -0.3982 -0.15
C 0.062 1.053 -0.264 -0.3806 -0.2798 1.4845 -0.46
C -0.256 0.106 0.838 1.4496 0.6342 3.2252 -0.15